Entry 1:
C16H48B2F8K2O8 as an isolated structure, computed with ωB97M-V/def2-TZVPD.

```
! wB97M-V def2-TZVPD RIJCOSX def2/J DEFGRID3
* xyz 0 1
K -0.424 0.505 -0.196
K -2.003 3.071 -3.714
B -3.654 0.763 -2.513
F -4.310 1.905 -2.094
F -4.313 -0.353 -2.136
F -3.525 0.835 -3.877
F -2.402 0.862 -1.987
B 0.244 3.823 -0.868
F -0.497 4.866 -1.226
F -0.280 3.216 0.240
F 0.229 2.841 -1.876
F 1.526 4.176 -0.525
C -0.253 -4.345 -0.926
C 0.410 -3.132 -1.607
O -0.477 -2.006 -1.434
H -1.159 -4.664 -1.440
H -0.459 -4.025 0.095
H 0.360 -5.238 -1.045
H 0.504 -3.237 -2.688
H 1.435 -3.064 -1.242
H -1.223 -2.144 -2.021
C 4.306 2.050 -0.396
C 3.412 0.923 -0.636
O 2.137 1.458 -0.897
H 3.876 2.763 0.307
H 4.440 2.717 -1.247
H 5.258 1.637 -0.061
H 3.400 0.282 0.245
H 3.667 0.305 -1.497
H 2.175 2.408 -0.763
C 2.650 1.447 4.154
C 3.936 0.908 4.638
O 4.349 1.498 5.859
H 2.736 2.434 3.697
H 1.859 1.439 4.904
H 2.364 0.846 3.291
H 4.714 1.036 3.884
H 3.702 -0.145 4.794
H 5.083 1.006 6.235
C 0.077 -2.650 3.020
C 1.549 -2.637 2.597
O 1.760 -1.546 1.733
H -0.005 -1.727 3.594
H -0.255 -3.505 3.609
H -0.507 -2.594 2.101
H 1.967 -3.477 2.042
H 2.109 -2.580 3.530
H 2.716 -1.470 1.710
C 2.047 -0.154 -4.863
C 0.752 -0.252 -4.029
O -0.075 0.810 -4.506
H 1.819 -0.097 -5.927
H 2.812 -0.816 -4.458
H 2.486 0.766 -4.476
H 1.018 -0.190 -2.974
H 0.282 -1.235 -4.062
H 0.438 1.589 -4.732
C -2.698 -4.489 -3.956
C -3.250 -3.058 -4.175
O -2.201 -2.323 -3.566
H -1.622 -4.521 -4.126
H -3.233 -5.281 -4.480
H -3.103 -4.721 -2.971
H -4.192 -2.832 -3.675
H -3.442 -3.042 -5.248
H -2.436 -1.392 -3.580
C -1.249 3.645 4.768
C -0.927 3.176 3.325
O 0.386 3.322 3.012
H -0.502 3.147 5.385
H -2.256 3.264 4.938
H -1.111 4.710 4.958
H -1.640 3.687 2.678
H -1.287 2.155 3.196
H 0.470 3.443 2.064
C -3.740 1.165 1.412
C -3.356 -0.294 1.414
O -2.000 -0.410 1.963
H -4.715 1.297 0.944
H -3.138 1.803 0.765
H -3.790 1.417 2.471
H -3.418 -0.518 0.349
H -4.097 -0.925 1.904
H -2.239 -0.330 2.889
*
```

**HOMO**: -9.48 eV
**Frontier orbital gap**: 9.2 eV
**Electronic energy**: -89506.842 eV
**F_max**: 0.0547 hartree/bohr
**Molar mass**: 620.4 g/mol



Entry 2:
A 5-piece molecular cluster, C16H48BF4N4O4 overall, computed with ωB97M-V/def2-TZVPD.

```
! wB97M-V def2-TZVPD RIJCOSX def2/J DEFGRID3
* xyz 3 1
C 4.515 -0.559 -1.499
C 3.337 -1.457 -1.994
C 3.795 -2.538 -3.057
O 4.001 -1.765 -4.198
C 4.039 -2.572 -5.371
N 2.745 -2.223 -0.824
H 3.379 -2.871 -0.442
H 2.407 -1.440 -0.179
H 1.895 -2.825 -0.948
H 5.198 -1.315 -0.989
H 4.137 0.155 -0.786
H 5.130 -0.128 -2.258
H 2.464 -0.911 -2.429
H 2.983 -3.238 -3.287
H 4.697 -3.033 -2.658
H 3.059 -3.008 -5.419
H 4.807 -3.313 -5.414
H 4.149 -1.998 -6.272
C -4.164 0.363 -4.420
C -2.640 0.370 -4.373
C -2.077 1.473 -5.258
O -0.737 1.720 -4.807
C -0.047 2.671 -5.628
N -2.174 0.756 -2.932
H -2.179 -0.061 -2.334
H -1.153 1.156 -3.057
H -2.690 1.469 -2.457
H -4.575 -0.406 -3.731
H -4.455 0.079 -5.468
H -4.665 1.286 -4.290
H -2.095 -0.541 -4.627
H -2.690 2.354 -5.023
H -2.139 1.316 -6.280
H -0.582 3.612 -5.740
H 0.204 2.203 -6.576
H 0.839 2.895 -5.091
C -2.544 -2.944 4.373
C -2.738 -3.728 3.092
C -4.203 -4.286 2.984
O -4.537 -4.231 1.576
C -5.749 -4.923 1.212
N -2.383 -2.881 1.907
H -1.381 -2.693 1.780
H -2.781 -3.402 1.103
H -2.865 -1.990 1.887
H -1.551 -2.550 4.514
H -2.649 -3.640 5.188
H -3.298 -2.115 4.509
H -2.049 -4.591 3.051
H -4.917 -3.644 3.466
H -4.256 -5.273 3.449
H -6.495 -4.829 2.004
H -5.553 -5.947 0.896
H -6.228 -4.511 0.302
C 4.179 4.834 3.759
C 2.806 5.246 4.185
C 1.890 4.079 4.166
O 0.732 4.438 4.884
C -0.352 3.554 4.727
N 2.750 5.806 5.665
H 3.319 6.710 5.763
H 1.777 5.993 5.892
H 3.144 5.183 6.352
H 4.200 4.777 2.705
H 4.618 3.925 4.281
H 4.864 5.573 3.989
H 2.352 6.107 3.646
H 2.452 3.256 4.656
H 1.678 3.842 3.136
H -1.034 3.864 3.949
H -0.850 3.544 5.703
H 0.054 2.518 4.452
B -0.218 -0.544 0.186
F -0.725 -0.514 1.456
F -0.214 -1.906 -0.279
F -1.028 0.181 -0.571
F 1.064 0.032 0.122
*
```

**HOMO**: -16.20 eV
**Frontier orbital gap**: 10.0 eV
**Energy relative to the best compared isomer or geometry (same formula, charge and spin)**: 22.1 kcal/mol
**Electronic energy**: -43048.429 eV
**F_max**: 0.0656 hartree/bohr
**Molar mass**: 447.4 g/mol



Entry 3:
A 5-piece molecular cluster, C16H48ClN4O4 overall, computed with ωB97M-V/def2-TZVPD.

```
! wB97M-V def2-TZVPD RIJCOSX def2/J DEFGRID3
* xyz 3 1
Cl 0.122 -0.170 0.237
C 1.624 -0.356 -4.809
C 2.749 -0.730 -3.835
C 3.869 0.298 -3.879
O 4.777 -0.108 -2.888
C 5.856 0.804 -2.728
N 2.211 -0.713 -2.399
H 1.773 0.181 -2.160
H 1.493 -1.428 -2.336
H 2.959 -0.813 -1.706
H 0.679 -0.841 -4.547
H 1.828 -0.833 -5.769
H 1.539 0.722 -4.907
H 3.077 -1.745 -4.037
H 3.534 1.332 -3.731
H 4.258 0.307 -4.905
H 6.548 0.689 -3.564
H 6.362 0.698 -1.772
H 5.543 1.857 -2.732
C -0.582 3.129 2.780
C 0.726 2.691 3.378
C 0.558 1.620 4.454
O 1.878 1.155 4.707
C 2.026 0.429 5.927
N 1.637 2.168 2.263
H 1.773 2.985 1.669
H 2.531 1.809 2.604
H 1.082 1.457 1.760
H -1.057 2.367 2.156
H -0.534 4.078 2.246
H -1.315 3.267 3.579
H 1.292 3.478 3.873
H -0.025 0.758 4.129
H 0.216 2.156 5.340
H 1.143 -0.129 6.255
H 2.245 1.135 6.728
H 2.819 -0.300 5.796
C -2.682 0.234 -2.979
C -3.279 1.394 -2.199
C -4.775 1.596 -2.348
O -5.228 2.537 -1.433
C -6.345 3.305 -1.871
N -2.953 1.203 -0.722
H -3.327 1.947 -0.123
H -3.381 0.329 -0.408
H -1.940 1.166 -0.534
H -2.798 0.476 -4.035
H -3.227 -0.697 -2.811
H -1.641 0.102 -2.685
H -2.749 2.320 -2.432
H -5.235 0.613 -2.157
H -4.993 1.840 -3.391
H -6.217 3.618 -2.912
H -6.489 4.158 -1.218
H -7.245 2.679 -1.869
C 1.502 -4.150 0.438
C 0.068 -4.225 0.965
C 0.029 -3.590 2.329
O -1.306 -3.436 2.749
C -1.414 -2.483 3.796
N -0.825 -3.454 -0.012
H -1.794 -3.752 0.105
H -0.747 -2.435 0.152
H -0.407 -3.687 -0.909
H 1.817 -3.107 0.318
H 1.616 -4.620 -0.541
H 2.206 -4.592 1.140
H -0.244 -5.266 0.922
H 0.499 -2.600 2.255
H 0.669 -4.111 3.044
H -2.457 -2.434 4.097
H -1.123 -1.482 3.456
H -0.805 -2.802 4.644
*
```

**HOMO**: -17.10 eV
**Frontier orbital gap**: 9.4 eV
**Energy relative to the best compared isomer or geometry (same formula, charge and spin)**: 18.9 kcal/mol
**Electronic energy**: -44018.870 eV
**F_max**: 0.0321 hartree/bohr
**Molar mass**: 396.0 g/mol



Entry 4:
A 10-piece molecular cluster, C16H48F3O12S overall, computed with ωB97M-V/def2-TZVPD.

```
! wB97M-V def2-TZVPD RIJCOSX def2/J DEFGRID3
* xyz -1 1
C -0.089 -0.599 0.256
F -0.197 0.407 1.105
F 1.130 -1.142 0.367
F -0.958 -1.569 0.578
S -0.356 -0.087 -1.513
O 0.558 1.020 -1.802
O -0.051 -1.288 -2.247
O -1.747 0.339 -1.562
O 1.794 2.266 -3.909
H 1.375 1.724 -3.208
H 2.717 2.327 -3.647
O -3.194 0.954 -3.901
H -2.767 0.763 -3.047
H -3.470 0.092 -4.227
O -0.361 3.662 -1.340
H 0.045 2.778 -1.402
H 0.349 4.242 -1.026
O -1.143 -2.505 -4.421
H -0.954 -3.440 -4.306
H -0.689 -2.069 -3.667
C -5.643 0.566 -1.087
C -4.953 -0.098 0.100
C -4.725 -1.594 -0.120
O -3.694 0.513 0.370
H -5.648 -0.093 -1.956
H -5.139 1.485 -1.390
H -6.654 0.918 -0.864
H -5.559 0.000 1.003
H -5.656 -2.060 -0.460
H -4.352 -2.086 0.778
H -4.005 -1.767 -0.926
H -3.143 0.370 -0.427
C 1.461 2.492 5.702
C 1.040 1.090 5.271
C 1.295 0.860 3.799
O 1.857 0.128 5.970
H 1.461 2.534 6.794
H 0.792 3.259 5.314
H 2.483 2.662 5.362
H -0.007 0.903 5.527
H 0.575 1.372 3.159
H 1.248 -0.176 3.460
H 2.273 1.218 3.466
H 1.712 0.287 6.909
C 3.703 -0.910 -2.210
C 5.186 -0.805 -1.915
C 5.950 -1.819 -2.786
O 5.617 0.523 -2.227
H 3.071 -0.380 -1.499
H 3.376 -1.949 -2.260
H 3.503 -0.488 -3.197
H 5.444 -0.963 -0.860
H 7.004 -1.562 -2.921
H 5.496 -1.782 -3.779
H 5.869 -2.830 -2.389
H 6.577 0.543 -2.198
C -2.144 -4.667 1.436
C -2.031 -5.025 -0.038
C -3.382 -5.088 -0.738
O -1.158 -4.123 -0.713
H -2.371 -3.598 1.518
H -1.150 -4.756 1.880
H -2.890 -5.195 2.027
H -1.493 -5.966 -0.165
H -4.084 -5.717 -0.182
H -3.293 -5.472 -1.754
H -3.847 -4.103 -0.803
H -1.540 -3.238 -0.691
C 0.620 4.121 1.964
C 1.831 4.410 1.081
C 2.564 3.185 0.586
O 1.582 5.316 0.020
H 0.080 5.061 2.109
H 0.852 3.651 2.915
H -0.074 3.481 1.410
H 2.563 4.909 1.743
H 3.533 3.380 0.126
H 1.995 2.563 -0.112
H 2.787 2.494 1.406
H 1.243 6.140 0.382
*
```

**HOMO**: -7.23 eV
**Frontier orbital gap**: 9.6 eV
**Energy relative to the best compared isomer or geometry (same formula, charge and spin)**: 0.0 kcal/mol
**Electronic energy**: -60931.367 eV
**F_max**: 0.0422 hartree/bohr
**Molar mass**: 521.6 g/mol



Entry 5:
C16H48MnNO11 as an isolated structure, computed with ωB97M-V/def2-TZVPD.

```
! wB97M-V def2-TZVPD RIJCOSX def2/J DEFGRID3
* xyz 1 6
Mn -0.949 -1.272 2.837
N 0.439 0.359 0.240
O 1.369 1.121 0.438
O -0.245 -0.070 1.230
O 0.110 0.003 -0.890
C -1.554 -4.340 -2.644
C -0.800 -3.299 -1.843
O -1.446 -2.034 -2.004
H -1.170 -5.321 -2.354
H -1.415 -4.175 -3.708
H -2.611 -4.344 -2.373
H 0.227 -3.231 -2.216
H -0.803 -3.554 -0.772
H -0.843 -1.344 -1.689
C 2.507 1.138 3.660
C 1.089 0.874 4.114
O 0.741 -0.527 3.873
H 2.749 2.198 3.654
H 2.649 0.728 2.663
H 3.207 0.666 4.356
H 0.402 1.488 3.535
H 0.932 1.082 5.173
H 1.448 -1.056 4.264
C 2.838 2.909 -3.571
C 2.054 2.268 -2.439
O 0.706 2.159 -2.917
H 2.423 3.856 -3.904
H 2.883 2.212 -4.412
H 3.880 3.030 -3.262
H 2.104 2.944 -1.581
H 2.441 1.275 -2.210
H 0.223 1.612 -2.288
C 1.719 -0.753 -4.247
C 1.334 -2.172 -4.640
O 2.118 -3.130 -3.916
H 2.798 -0.629 -4.155
H 1.266 -0.539 -3.277
H 1.330 -0.016 -4.951
H 1.488 -2.332 -5.712
H 0.275 -2.328 -4.442
H 2.940 -3.208 -4.407
C -1.221 3.123 0.391
C -2.559 2.540 -0.064
O -3.350 2.057 1.028
H -1.342 4.087 0.889
H -0.602 3.254 -0.499
H -0.690 2.462 1.080
H -2.318 1.698 -0.713
H -3.075 3.287 -0.667
H -3.821 2.790 1.437
C -3.745 1.168 4.873
C -2.336 1.188 4.322
O -2.261 0.391 3.089
H -4.467 1.690 4.249
H -3.701 1.627 5.862
H -4.082 0.137 4.987
H -1.627 0.771 5.034
H -2.013 2.190 4.037
H -2.470 0.989 2.344
C -4.497 -1.062 1.082
C -3.115 -1.263 0.502
O -2.274 -2.075 1.391
H -4.477 -0.608 2.069
H -5.033 -2.016 1.138
H -5.092 -0.474 0.383
H -2.616 -0.308 0.349
H -3.149 -1.715 -0.488
H -2.519 -2.985 1.187
C 4.077 -1.080 -1.073
C 4.505 -0.536 0.288
O 4.259 0.872 0.351
H 2.988 -1.020 -1.135
H 4.329 -2.145 -1.113
H 4.559 -0.545 -1.884
H 5.575 -0.681 0.442
H 3.991 -1.046 1.113
H 3.317 0.994 0.509
*
```

**HOMO (spin up / spin down)**: -11.53 / -11.53 eV
**Frontier orbital gap (spin up / spin down)**: 7.2 / 6.7 eV
**Energy relative to the best compared isomer or geometry (same formula, charge and spin)**: 15.6 kcal/mol
**Electronic energy**: -72693.486 eV
**F_max**: 0.0420 hartree/bohr
**Molar mass**: 485.5 g/mol



Entry 6:
A 8-piece molecular cluster, C16H48N2O8 overall, computed with ωB97M-V/def2-TZVPD.

```
! wB97M-V def2-TZVPD RIJCOSX def2/J DEFGRID3
* xyz 0 1
N 1.695 -0.018 3.992
C 1.051 -0.652 3.011
N 1.049 0.049 1.942
O 0.537 -1.936 3.062
H 1.826 -0.639 4.794
H 2.276 0.772 3.869
H 0.637 -0.248 1.066
H 1.336 1.037 2.011
C 1.774 0.093 -3.403
C 2.804 -0.961 -3.212
C 2.489 -2.201 -4.030
O 4.017 -0.698 -3.387
H 1.745 0.906 -2.676
H 0.733 -0.117 -3.433
H 1.969 0.623 -4.367
H 2.765 -1.265 -2.139
H 1.521 -2.557 -3.869
H 3.253 -3.042 -3.915
H 2.633 -1.973 -5.084
H 4.278 -0.119 -2.672
C -3.367 2.342 -0.226
C -2.241 3.143 0.439
C -0.961 2.414 0.665
O -1.875 4.179 -0.139
H -4.152 2.934 -0.415
H -3.653 1.516 0.348
H -2.974 1.991 -1.180
H -2.559 3.502 1.445
H -1.176 1.360 0.974
H -0.385 2.812 1.491
H -0.426 2.133 -0.282
H -2.648 4.703 -0.090
C -0.354 -2.530 0.281
C -0.120 -1.649 -0.869
C -1.348 -0.922 -1.214
O 0.694 -0.755 -0.573
H 0.418 -3.347 0.531
H -1.130 -3.245 0.126
H -0.538 -1.929 1.176
H 0.326 -2.123 -1.812
H -1.135 -0.433 -2.119
H -1.546 -0.206 -0.415
H -2.241 -1.568 -1.460
H 1.450 -1.212 -0.313
C -2.708 -0.101 2.785
C -2.593 0.928 3.912
C -2.001 0.156 5.141
O -1.886 1.856 3.600
H -1.674 -0.534 2.665
H -3.028 0.400 1.827
H -3.458 -0.869 2.987
H -3.605 1.264 4.255
H -2.117 0.676 6.028
H -0.907 0.032 4.957
H -2.371 -0.771 5.479
H -0.931 1.694 3.664
C 3.042 -3.595 -0.697
O 2.982 -2.410 0.076
H 3.843 -3.546 -1.322
H 2.171 -3.812 -1.270
H 3.146 -4.306 0.113
H 2.875 -2.676 1.006
C 2.661 1.996 0.273
O 2.954 0.657 -0.160
H 2.898 2.723 -0.437
H 3.269 2.316 1.096
H 1.608 2.023 0.520
H 2.476 0.024 0.479
C -2.544 0.638 -4.232
O -1.825 1.630 -3.644
H -3.465 0.956 -4.744
H -2.920 -0.028 -3.428
H -1.973 0.079 -5.022
H -2.341 2.458 -3.871
*
```

**HOMO**: -9.33 eV
**Frontier orbital gap**: 9.7 eV
**Energy relative to the best compared isomer or geometry (same formula, charge and spin)**: 184.3 kcal/mol
**SMILES**: NC(N)=O.CC(C)O.CC(C)O.CC(C)O.CC(C)O.CO.CO.CO
**Electronic energy**: -36722.658 eV
**F_max**: 0.2492 hartree/bohr
**Molar mass**: 396.6 g/mol



> Which of these has the highest electronic energy?

C16H48N2O8



> F_max of number 5 (C16H48MnNO11)?

0.0420 hartree/bohr



> What is the formula in the first record?

C16H48B2F8K2O8



> The highest F_max belongs to which entry?

C16H48N2O8